1.
{
  "formula": "C56H54BrFeN3O6S2",
  "method": "wB97M-V/def2-TZVPD",
  "e_lumo_ev": [2.3, 1.7],
  "multiplicity": 2,
  "total_charge": -1,
  "orbital_gap_ev": [5.25, 4.66],
  "elements": ["Fe", "C", "C", "N", "N", "C", "S", "S", "C", "C", "C", "C", "C", "C", "C", "C", "C", "C", "C", "C", "C", "O", "H", "H", "H", "H", "H", "H", "H", "H", "H", "H", "H", "H", "H", "H", "C", "C", "C", "O", "C", "C", "O", "C", "O", "C", "C", "C", "C", "C", "C", "C", "C", "C", "C", "C", "C", "C", "O", "C", "C", "C", "C", "C", "C", "C", "C", "C", "C", "C", "C", "H", "H", "H", "H", "H", "H", "H", "H", "H", "H", "H", "H", "H", "H", "H", "H", "H", "H", "H", "H", "H", "H", "H", "H", "H", "H", "H", "H", "C", "C", "C", "O", "C", "H", "H", "H", "H", "H", "H", "H", "H", "Br", "C", "C", "C", "C", "C", "N", "H", "H", "H", "H"],
  "coordinates": [[-0.163, 1.027, 0.075], [-0.731, -0.585, 3.189], [-1.482, 0.255, 2.204], [-1.656, -0.248, 1.016], [-2.892, 0.091, 0.455], [-2.892, 0.362, -0.793], [-1.470, 0.589, -1.726], [-4.451, 0.565, -1.596], [-5.543, 0.725, -0.147], [-5.979, -0.573, 0.473], [-5.572, -0.909, 1.759], [-5.980, -2.102, 2.338], [-6.797, -2.976, 1.638], [-7.210, -2.647, 0.354], [-6.804, -1.453, -0.221], [-2.146, 1.501, 2.594], [-2.892, 1.632, 3.762], [-3.537, 2.816, 4.069], [-3.397, 3.898, 3.197], [-2.626, 3.806, 2.058], [-1.966, 2.607, 1.714], [-1.163, 2.582, 0.688], [0.030, -1.192, 2.695], [-1.468, -1.278, 3.614], [-0.301, -0.015, 4.005], [-6.405, 1.282, -0.519], [-5.023, 1.343, 0.583], [-4.916, -0.233, 2.294], [-5.647, -2.354, 3.338], [-7.106, -3.912, 2.086], [-7.847, -3.325, -0.203], [-7.116, -1.206, -1.231], [-2.988, 0.775, 4.421], [-4.139, 2.901, 4.965], [-3.891, 4.837, 3.425], [-2.491, 4.657, 1.401], [3.751, -3.433, -1.750], [2.377, -3.506, -1.128], [1.981, -4.921, -0.741], [1.412, -2.969, -2.036], [0.601, -2.039, -1.402], [1.232, -1.820, -0.011], [2.324, -2.677, 0.022], [2.989, -0.155, 0.545], [1.611, -0.447, 0.243], [3.846, 0.036, -0.565], [5.269, 0.110, -0.470], [6.072, 0.234, -1.583], [5.548, 0.287, -2.874], [4.168, 0.192, -3.000], [3.348, 0.066, -1.895], [3.385, -0.346, 1.913], [4.374, 0.469, 2.517], [4.778, 0.290, 3.826], [4.212, -0.698, 4.625], [3.221, -1.500, 4.068], [2.817, -1.333, 2.754], [-1.163, -3.724, -1.524], [-0.761, -2.455, -1.257], [-1.907, -4.357, -0.485], [-2.079, -3.680, 0.747], [-2.772, -4.270, 1.784], [-3.326, -5.539, 1.642], [-3.206, -6.196, 0.422], [-2.523, -5.619, -0.631], [-1.020, -4.174, -2.901], [-1.138, -3.218, -3.922], [-1.016, -3.585, -5.248], [-0.759, -4.907, -5.593], [-0.611, -5.856, -4.591], [-0.737, -5.497, -3.259], [3.785, -4.068, -2.637], [4.492, -3.784, -1.031], [3.984, -2.407, -2.023], [2.008, -5.568, -1.620], [0.974, -4.930, -0.324], [2.678, -5.303, 0.006], [0.560, -1.116, -1.977], [0.514, -2.094, 0.765], [5.741, 0.034, 0.497], [7.148, 0.274, -1.440], [6.190, 0.384, -3.741], [3.712, 0.201, -3.986], [2.284, -0.029, -2.044], [4.796, 1.280, 1.938], [5.532, 0.952, 4.240], [4.533, -0.838, 5.650], [2.763, -2.285, 4.661], [2.064, -2.002, 2.362], [-1.701, -2.670, 0.846], [-2.896, -3.727, 2.714], [-3.865, -5.998, 2.461], [-3.661, -7.170, 0.285], [-2.490, -6.132, -1.581], [-1.336, -2.188, -3.651], [-1.122, -2.834, -6.022], [-0.665, -5.193, -6.633], [-0.376, -6.882, -4.847], [-0.561, -6.235, -2.487], [0.293, 3.367, -2.984], [0.119, 4.211, -1.705], [1.084, 3.567, -0.727], [1.053, 2.170, -1.071], [1.093, 2.151, -2.515], [0.854, 3.908, -3.747], [-0.669, 3.071, -3.401], [-0.893, 4.117, -1.313], [0.346, 5.266, -1.864], [0.777, 3.648, 0.307], [2.114, 3.919, -0.848], [0.701, 1.198, -2.858], [2.143, 2.220, -2.802], [1.137, 5.441, 2.292], [1.345, 3.837, 3.308], [1.586, 4.019, 4.664], [1.749, 2.888, 5.447], [1.665, 1.644, 4.842], [1.416, 1.597, 3.481], [1.247, 2.670, 2.709], [1.646, 5.015, 5.076], [1.949, 2.982, 6.507], [1.815, 0.725, 5.390], [1.381, 0.651, 2.965]],
  "atomic_forces_ev_per_a": [[0.7, 0.0, 0.3], [0.0, -0.1, 0.0], [-0.1, 0.1, 0.1], [-0.2, -0.1, 0.0], [0.0, 0.1, -0.1], [0.0, -0.2, 0.2], [0.0, 0.2, -0.3], [0.0, 0.2, 0.1], [0.0, -0.1, -0.1], [0.0, 0.0, 0.0], [0.0, 0.0, 0.0], [0.0, 0.0, 0.0], [0.0, 0.0, 0.0], [0.0, 0.0, 0.0], [0.0, 0.0, 0.0], [0.0, 0.0, -0.1], [0.0, 0.0, 0.1], [0.0, 0.0, 0.0], [0.0, 0.0, 0.0], [0.0, 0.0, 0.0], [0.3, 0.0, 0.0], [-0.3, -0.3, -0.1], [0.0, 0.1, 0.1], [0.0, 0.0, 0.0], [-0.1, 0.0, 0.0], [0.0, 0.0, 0.0], [0.0, 0.0, 0.0], [0.0, 0.0, 0.0], [0.0, 0.0, 0.0], [0.0, 0.0, 0.0], [0.0, 0.0, 0.0], [0.0, 0.0, 0.0], [0.0, 0.0, 0.0], [0.0, 0.0, 0.0], [0.0, 0.0, 0.0], [0.0, 0.0, 0.0], [0.0, 0.0, 0.0], [-0.2, -0.1, 0.0], [0.0, 0.0, 0.0], [0.1, 0.2, -0.1], [0.1, 0.0, -0.1], [0.1, -0.1, 0.0], [0.0, 0.1, 0.1], [0.0, 0.3, 0.1], [-0.6, -0.5, -0.3], [0.1, -0.1, 0.0], [-0.1, 0.0, 0.0], [0.1, 0.0, 0.0], [0.0, 0.0, 0.0], [0.0, 0.0, -0.1], [-0.1, -0.1, 0.1], [0.0, 0.0, -0.2], [0.1, -0.1, -0.1], [0.0, 0.0, -0.1], [0.0, -0.1, 0.0], [0.0, 0.0, 0.0], [-0.1, 0.1, 0.0], [0.1, 0.1, -0.1], [-0.1, -0.1, 0.2], [-0.1, 0.0, 0.2], [0.0, 0.0, 0.0], [0.0, 0.0, 0.0], [0.0, 0.0, 0.0], [0.0, 0.0, 0.0], [0.0, 0.0, 0.0], [0.1, 0.0, -0.1], [0.0, -0.1, 0.1], [0.0, 0.0, 0.0], [0.0, 0.0, 0.0], [0.0, 0.0, 0.0], [0.0, 0.0, 0.0], [0.0, 0.0, 0.0], [0.0, 0.0, 0.0], [0.0, 0.0, 0.0], [0.0, 0.0, 0.0], [0.0, 0.0, 0.0], [0.0, 0.0, 0.0], [-0.1, 0.0, 0.0], [-0.1, 0.1, 0.0], [0.0, 0.0, 0.1], [0.0, 0.0, 0.0], [0.0, 0.0, 0.0], [0.0, 0.0, 0.0], [0.1, 0.0, 0.0], [0.0, 0.0, 0.0], [0.0, 0.0, 0.0], [0.0, 0.0, 0.0], [0.0, 0.0, 0.0], [0.0, 0.0, 0.0], [0.0, -0.1, 0.0], [0.0, 0.0, 0.0], [0.0, 0.0, 0.0], [0.0, 0.0, 0.0], [0.0, 0.0, 0.0], [0.0, 0.0, 0.0], [0.0, 0.0, 0.0], [0.0, 0.0, 0.0], [0.0, 0.0, 0.0], [0.0, 0.0, 0.0], [0.0, 0.0, 0.0], [0.0, 0.1, -0.1], [0.0, 0.0, 0.2], [-0.1, 0.1, 0.0], [0.0, 0.0, 0.0], [0.0, 0.0, 0.0], [0.0, 0.0, 0.0], [0.0, 0.0, 0.0], [0.0, 0.0, 0.0], [0.1, 0.0, 0.0], [0.0, 0.0, 0.0], [0.0, 0.0, 0.0], [0.0, 0.0, 0.0], [-0.1, -0.1, -0.1], [-0.1, 0.0, 0.3], [0.0, -0.1, 0.0], [0.0, 0.0, -0.1], [0.0, 0.1, 0.0], [0.2, -0.1, -0.2], [0.1, 0.5, 0.0], [0.0, 0.0, 0.0], [0.0, 0.0, 0.0], [0.0, 0.0, 0.0], [0.0, 0.1, 0.0]]
}

=====

2.
{
  "formula": "C56H55BrF8NO2",
  "method": "wB97M-V/def2-TZVPD",
  "e_lumo_ev": -3.3,
  "multiplicity": 1,
  "total_charge": 1,
  "orbital_gap_ev": 7.02,
  "elements": ["C", "C", "N", "C", "C", "C", "C", "O", "C", "C", "O", "Br", "H", "H", "H", "H", "H", "H", "H", "H", "H", "H", "H", "H", "H", "H", "H", "F", "C", "C", "C", "C", "C", "C", "H", "H", "H", "H", "H", "F", "C", "C", "C", "C", "C", "C", "H", "H", "H", "H", "H", "F", "C", "C", "C", "C", "C", "C", "H", "H", "H", "H", "H", "F", "C", "C", "C", "C", "C", "C", "H", "H", "H", "H", "H", "F", "C", "C", "C", "C", "C", "C", "H", "H", "H", "H", "H", "F", "C", "C", "C", "C", "C", "C", "H", "H", "H", "H", "H", "F", "C", "C", "C", "C", "C", "C", "H", "H", "H", "H", "H", "F", "C", "C", "C", "C", "C", "C", "H", "H", "H", "H", "H"],
  "coordinates": [[3.422, 0.874, 0.948], [2.319, 0.114, 0.527], [1.936, -0.102, -0.928], [1.973, 1.306, -1.524], [2.947, -0.957, -1.634], [3.337, -2.316, -0.906], [2.226, -3.480, -1.014], [1.724, -3.675, 0.354], [0.537, -0.622, -0.898], [-0.162, -0.852, -2.294], [0.305, -0.697, -3.421], [-2.081, -1.426, -2.210], [3.791, 1.809, 0.426], [3.935, 0.549, 1.913], [1.678, -0.410, 1.317], [3.049, 1.702, -1.624], [1.329, 1.977, -0.851], [1.509, 1.362, -2.558], [2.701, -1.207, -2.715], [3.913, -0.331, -1.681], [4.252, -2.727, -1.475], [3.671, -2.217, 0.173], [1.333, -3.144, -1.632], [2.648, -4.480, -1.360], [2.065, -4.525, 0.710], [0.410, -1.580, -0.270], [-0.092, 0.166, -0.340], [3.893, 3.107, -2.500], [3.994, 3.645, -3.737], [5.210, 4.156, -4.157], [5.316, 4.704, -5.431], [4.202, 4.743, -6.265], [2.984, 4.230, -5.829], [2.880, 3.672, -4.560], [6.065, 4.125, -3.491], [6.265, 5.101, -5.773], [4.284, 5.175, -7.256], [2.116, 4.265, -6.478], [1.942, 3.260, -4.207], [-4.833, -2.920, 4.850], [-4.382, -2.528, 3.649], [-3.952, -3.482, 2.739], [-3.490, -3.076, 1.492], [-3.453, -1.720, 1.173], [-3.883, -0.772, 2.097], [-4.355, -1.178, 3.340], [-3.981, -4.531, 3.009], [-3.159, -3.814, 0.770], [-3.088, -1.404, 0.201], [-3.850, 0.284, 1.848], [-4.702, -0.454, 4.068], [-8.274, 0.983, 0.815], [-8.467, 0.891, 2.141], [-7.718, -0.015, 2.876], [-7.914, -0.107, 4.250], [-8.864, 0.699, 4.872], [-9.613, 1.602, 4.123], [-9.410, 1.702, 2.750], [-6.989, -0.640, 2.373], [-7.328, -0.808, 4.835], [-9.019, 0.623, 5.943], [-10.356, 2.226, 4.607], [-9.979, 2.405, 2.153], [5.625, 0.809, 4.192], [5.176, 1.981, 4.676], [4.556, 2.876, 3.820], [4.086, 4.086, 4.318], [4.252, 4.392, 5.666], [4.881, 3.487, 6.516], [5.341, 2.272, 6.020], [4.444, 2.624, 2.773], [3.593, 4.791, 3.658], [3.890, 5.338, 6.054], [5.014, 3.728, 7.565], [5.825, 1.552, 6.669], [8.126, -0.839, -3.952], [7.944, -0.924, -2.627], [8.691, -1.832, -1.894], [8.505, -1.916, -0.518], [7.567, -1.099, 0.107], [6.820, -0.194, -0.640], [7.012, -0.101, -2.015], [9.410, -2.466, -2.400], [9.089, -2.618, 0.066], [7.420, -1.168, 1.180], [6.087, 0.440, -0.152], [6.445, 0.605, -2.612], [-8.614, 5.295, 5.638], [-8.163, 5.687, 4.436], [-7.733, 4.734, 3.526], [-7.271, 5.140, 2.279], [-7.234, 6.495, 1.960], [-7.663, 7.444, 2.883], [-8.136, 7.038, 4.127], [-7.762, 3.685, 3.796], [-6.939, 4.402, 1.557], [-6.869, 6.811, 0.988], [-7.630, 8.499, 2.635], [-8.483, 7.762, 4.855], [4.007, -5.436, -3.115], [4.814, -6.212, -2.368], [6.149, -5.870, -2.231], [6.982, -6.670, -1.454], [6.471, -7.807, -0.833], [5.129, -8.142, -0.983], [4.293, -7.338, -1.750], [6.531, -4.986, -2.728], [8.027, -6.407, -1.333], [7.122, -8.432, -0.231], [4.734, -9.030, -0.502], [3.243, -7.579, -1.871], [-5.596, -1.754, -1.964], [-6.029, -1.883, -3.231], [-7.214, -2.556, -3.479], [-7.664, -2.686, -4.788], [-6.918, -2.150, -5.835], [-5.726, -1.481, -5.574], [-5.281, -1.341, -4.264], [-7.777, -2.973, -2.652], [-8.594, -3.204, -4.993], [-7.268, -2.256, -6.857], [-5.145, -1.068, -6.391], [-4.360, -0.815, -4.042]],
  "atomic_forces_ev_per_a": [[-1.9, -1.2, -0.6], [2.4, 0.5, 2.1], [-0.4, 1.8, 0.6], [-0.4, 1.6, -0.8], [2.9, -1.4, -0.4], [0.3, -1.1, -1.1], [0.3, 0.3, 1.4], [0.2, -0.6, -0.6], [-2.4, -0.3, 0.5], [0.7, 0.3, -3.0], [-0.9, -0.4, 4.1], [1.5, 0.4, 0.3], [0.0, -1.8, 0.2], [-1.3, 1.0, -1.0], [1.3, 0.0, -1.6], [-2.0, -1.1, 0.5], [1.1, -1.0, -0.9], [0.6, -0.6, 1.2], [-0.4, 0.7, 1.5], [-1.6, -0.8, 0.2], [-1.2, 0.9, 0.7], [-0.6, 0.1, -1.3], [1.2, -0.7, 0.4], [-0.5, 1.6, 0.0], [-0.4, 0.9, -0.5], [0.6, 1.3, -1.0], [0.9, -1.1, -0.9], [0.2, 0.2, 0.2], [0.1, 0.6, -1.2], [0.1, -0.1, 0.3], [-0.3, -0.1, 0.0], [0.0, 0.0, 0.0], [0.3, 0.0, 0.1], [-0.1, -0.1, 0.3], [0.0, 0.0, 0.0], [-0.1, 0.0, 0.1], [0.0, 0.0, 0.1], [0.1, 0.0, 0.1], [0.0, 0.1, 0.0], [0.0, 0.0, 0.1], [0.2, 0.2, -0.6], [0.0, -0.2, 0.0], [0.0, 0.3, 0.2], [0.1, 0.0, 0.0], [0.1, -0.3, 0.0], [0.0, 0.1, 0.2], [0.0, 0.1, 0.0], [0.0, 0.0, 0.1], [-0.2, -0.1, 0.3], [-0.1, -0.1, 0.0], [0.0, -0.1, 0.0], [0.0, 0.0, -0.1], [-0.1, 0.0, 0.8], [0.2, -0.1, -0.1], [-0.2, 0.3, -0.1], [0.0, 0.0, 0.1], [0.2, -0.2, 0.0], [-0.1, 0.1, -0.2], [0.0, 0.0, 0.0], [-0.1, 0.0, -0.1], [0.0, 0.0, -0.1], [0.1, 0.0, -0.1], [0.0, 0.0, 0.0], [0.0, -0.2, -0.2], [-0.3, 0.8, 0.4], [0.0, -0.1, -0.1], [0.1, -0.1, 0.3], [0.0, 0.0, 0.0], [-0.1, 0.0, -0.3], [0.1, -0.2, 0.1], [0.0, 0.1, 0.1], [0.1, -0.1, 0.0], [0.0, -0.1, 0.0], [0.0, -0.1, -0.1], [0.0, 0.0, -0.1], [0.0, 0.0, -0.1], [-0.1, -0.1, 0.6], [0.1, -0.1, -0.1], [-0.2, 0.2, -0.1], [0.0, 0.0, 0.1], [0.2, -0.3, -0.1], [-0.2, 0.1, -0.1], [0.0, 0.1, 0.0], [0.0, 0.1, -0.1], [0.0, 0.0, -0.1], [0.1, 0.0, 0.0], [0.1, 0.0, 0.0], [0.0, 0.0, 0.1], [0.3, 0.2, -0.7], [0.0, -0.2, 0.1], [-0.1, 0.3, 0.1], [0.0, 0.0, -0.1], [0.0, -0.3, 0.0], [-0.1, 0.1, 0.1], [0.0, 0.1, 0.0], [0.0, 0.0, 0.1], [0.0, 0.0, 0.1], [0.0, -0.1, 0.1], [0.0, -0.1, 0.0], [-0.2, 0.2, -0.1], [0.6, -0.6, 0.5], [0.0, 0.2, -0.1], [-0.3, -0.2, 0.0], [0.0, 0.0, 0.0], [0.2, 0.2, -0.1], [-0.2, 0.1, 0.0], [0.0, 0.0, 0.0], [-0.1, 0.0, -0.1], [-0.1, 0.1, -0.1], [0.0, 0.1, -0.1], [0.1, 0.0, -0.1], [0.2, 0.0, 0.2], [-0.3, -0.1, -0.8], [-0.1, -0.1, 0.2], [0.3, 0.2, 0.0], [0.0, 0.0, 0.0], [-0.2, -0.1, 0.1], [0.1, 0.1, 0.1], [0.0, 0.1, 0.0], [0.1, 0.0, 0.1], [0.0, 0.0, 0.1], [0.0, 0.0, 0.1], [-0.1, 0.0, 0.0]]
}

=====

Values for energy, Eh, ordered as above
-7416.10673, -5744.70773